Entry from the Open Molecules 2025 dataset: a cluster of 13 separate species, C42H117N7O13 in total in a non-equilibrium geometry (ωB97M-V/def2-TZVPD).

Summary:
* HOMO: -8.9948 eV
* energy: -3031.5403 a.u.

```
! wB97M-V def2-TZVPD RIJCOSX def2/J DEFGRID3
* xyz 0 1
C -1.610 1.245 -6.133
H 1.964 2.057 5.758
H -4.684 0.947 2.721
H 0.756 8.041 3.305
C -0.043 -0.108 0.741
C 0.766 0.103 4.200
H -4.214 1.819 4.892
C -2.576 6.416 -1.056
H -1.037 3.781 3.513
H -2.174 4.780 -0.068
C -2.748 -2.407 -3.546
C 4.518 -4.376 -1.705
C 0.010 2.200 -4.400
H -1.926 0.375 -5.548
H -4.293 7.311 -1.847
H -0.753 -1.764 5.970
C 1.890 3.029 -3.132
H 2.957 -6.149 1.001
H -2.182 2.118 -5.953
H 5.162 0.735 2.040
H 5.541 2.652 -4.758
H 4.882 2.128 -0.644
H -2.898 0.956 4.370
C -0.174 1.624 -5.812
H -1.254 -2.846 2.586
O 1.330 2.756 -4.435
H -4.431 2.410 -3.721
H -2.085 -2.094 -1.564
C -2.380 -3.031 -2.143
O -1.357 0.151 -1.272
H 1.762 -1.066 -3.425
H -1.068 2.304 0.377
H 4.976 -0.467 -2.074
H -4.685 -0.955 0.505
C 0.660 7.390 2.413
C 4.219 0.223 -4.531
H -3.237 -3.070 -4.190
C -5.044 2.342 -1.560
H -1.108 -4.428 -1.182
C -4.769 0.274 3.628
H -5.290 -0.206 -0.929
H 2.212 -1.417 -5.123
O -3.682 0.799 0.010
H -0.678 3.024 -4.106
H 1.349 3.842 -2.691
H 0.078 -6.918 0.998
H -6.646 0.689 3.632
H 3.901 -1.782 -1.816
H 3.458 0.434 -0.813
C 5.347 -3.997 -0.459
O 2.163 -3.673 1.302
H 2.873 3.429 -3.397
H 2.898 5.826 2.702
H 2.734 -1.809 0.770
C 2.557 1.195 5.355
O -3.547 -3.646 -1.624
H 0.284 -0.224 3.292
H -1.527 6.396 -1.364
H -3.682 -0.997 -0.899
C -3.450 6.852 -2.272
C 0.782 -6.193 0.659
N 4.009 -0.836 -2.228
H -5.934 4.118 -2.213
O 5.524 0.658 -4.186
H -0.113 -0.376 6.711
H -4.355 -3.869 4.143
H -3.983 0.169 5.621
H -2.821 7.603 -2.711
H -0.264 7.472 1.865
H -1.838 -1.927 -3.951
H 1.400 7.629 1.631
C 2.132 0.688 3.975
H -1.708 1.130 -7.228
H 2.216 4.535 3.265
C -3.271 -3.552 2.384
H 2.890 -7.163 2.958
H -3.239 3.103 -2.544
H -2.690 7.097 -0.202
H 6.517 1.259 1.084
C 2.171 -4.692 2.281
H 1.373 -4.421 3.016
C 5.986 1.709 -5.067
H 4.799 -4.141 0.465
C -0.282 2.085 -0.395
N 2.013 -7.137 2.519
C -3.914 0.796 4.749
C -1.153 -3.965 -2.199
H 1.682 -1.914 2.288
H -1.241 -4.795 -2.882
C -1.319 3.603 2.422
C 3.824 -1.068 -3.706
H 0.005 2.410 -6.522
H -1.953 -2.965 0.845
H -2.463 -7.036 -0.269
C 0.148 -1.277 6.150
H 4.305 -5.432 -1.708
H 5.507 -0.169 0.614
H 0.629 5.528 0.693
H -1.948 -5.257 2.744
H -4.127 -3.373 1.736
H -2.081 0.464 -0.638
H -1.839 -7.155 1.415
H -3.635 -5.656 2.759
H 3.442 1.016 -4.564
H 4.608 -1.762 -4.045
H 0.748 0.383 -1.169
H 0.128 5.722 3.627
O -6.057 0.206 4.237
C 2.464 -2.392 1.724
H 2.318 -2.670 -3.823
O 3.273 -3.693 -1.758
C 0.784 5.925 2.848
H -4.878 4.250 -0.988
H 1.037 -6.451 -0.374
N 0.635 0.389 -6.073
H 3.619 1.556 5.380
C 0.374 5.039 1.634
C 1.982 -6.067 1.568
H 2.818 -3.775 -0.939
H 4.289 -0.200 -5.511
H 4.966 -4.163 -2.689
H 3.283 -2.441 2.456
C -4.361 2.005 -0.189
C -4.034 2.276 -2.665
O -1.049 4.693 1.524
C -2.147 -2.697 1.928
H -3.557 -7.383 1.056
H 0.164 -0.378 -5.656
H -4.526 -0.706 3.272
H -3.826 -2.395 4.096
H -3.624 2.847 -0.129
N -3.562 -3.320 3.839
H 6.294 -4.661 -0.504
N 2.140 5.562 3.311
H -3.356 -4.411 -1.013
H -2.411 -1.637 1.937
N -5.617 3.681 -1.343
N 2.213 1.773 3.015
H 7.125 1.741 -4.957
H 0.574 2.550 0.064
C 2.453 -1.634 -4.046
H 5.746 -3.002 -0.482
H -0.583 2.731 -1.254
O -2.936 -5.455 0.869
C 5.535 0.817 1.079
C -0.191 0.577 -0.594
C -2.691 -6.799 0.756
H -0.142 1.450 -3.618
H 2.432 1.425 2.059
H 1.581 0.499 -5.718
O 0.984 -1.109 4.977
H 0.956 4.117 1.584
H -3.609 6.059 -3.066
H 0.690 -1.896 6.876
C 4.502 1.632 0.309
H 2.416 0.327 6.021
H 2.715 -0.180 3.735
H 1.881 -8.006 2.044
C -2.927 -5.000 2.216
H 0.362 -5.209 0.672
H -5.792 1.570 -1.757
H 1.894 2.136 -2.474
H -3.450 -1.575 -3.305
H 5.683 1.557 -6.109
H -2.375 3.457 2.306
H -5.175 2.076 0.583
H -3.524 1.271 -2.601
H 0.003 -1.228 0.648
H 0.807 0.399 1.180
O 3.328 0.860 0.037
O -2.871 5.059 -0.678
H -0.609 2.808 2.098
H 3.164 -4.662 2.782
H -0.961 -0.015 1.324
H 0.090 0.756 4.689
C -4.377 -0.395 -0.339
H 4.090 2.384 1.000
H -0.234 -3.428 -2.309
H 3.107 2.307 3.154
*
```